*one*
Here is a cluster of 2 separate species, C4H11NO3 in total from OMol25. Energies are from ωB97M-V with the def2-TZVPD basis set.

As for the HOMO energy: -9.53 eV. For the lowest unoccupied orbital energy, the calculation gives 0.75 eV. The frontier orbital gap comes out at 10.28 eV.

Last column: Löwdin charge in e.
Atoms and positions in Å:
C  -1.02  -0.19  -1.79  -0.054
C  0.01  -0.71  -0.79  -0.434
O  1.22  0.00  -0.90  -0.027
C  -0.63  -0.75  0.60  -0.161
N  0.19  -1.34  1.64  0.030
C  1.40  -0.80  2.01  -0.355
O  1.64  0.38  2.00  0.025
H  -1.82  -0.90  -2.02  0.081
H  -0.64  0.20  -2.73  0.084
H  -1.64  0.57  -1.28  0.074
H  0.29  -1.74  -1.04  0.142
H  1.09  0.93  -0.72  0.064
H  -1.00  0.23  0.92  0.125
H  -1.57  -1.31  0.47  0.127
H  0.20  -2.35  1.58  0.125
H  2.09  -1.55  2.42  0.130
O  -0.20  2.94  -0.37  -0.054
H  0.03  3.88  -0.30  0.051
H  0.36  2.52  0.30  0.027

*two*
Here is a cluster of 2 separate species, C4H11NO3 in total from OMol25. Energies are from ωB97M-V with the def2-TZVPD basis set.

As for the HOMO energy: -9.11 eV. For the lowest unoccupied orbital energy, the calculation gives 0.18 eV. The frontier orbital gap comes out at 9.29 eV.

Last column: Löwdin charge in e.
Atoms and positions in Å:
N  0.03  -0.68  -1.19  0.053
C  -0.52  -0.34  0.12  -0.374
C  0.48  -0.51  1.25  -0.242
O  1.10  -1.78  1.18  -0.077
C  -0.94  1.16  0.09  -0.123
C  -2.42  1.24  -0.18  -0.285
O  -2.89  1.33  -1.28  0.066
H  0.62  -1.51  -1.15  0.070
H  0.57  0.09  -1.56  0.066
H  -1.44  -0.91  0.22  0.137
H  0.03  -0.38  2.24  0.121
H  1.28  0.23  1.13  0.104
H  2.04  -1.71  0.94  0.068
H  -0.71  1.58  1.08  0.114
H  -0.37  1.69  -0.67  0.118
H  -3.07  1.16  0.71  0.124
O  3.44  -0.12  -0.03  -0.047
H  3.97  0.56  0.41  0.052
H  4.05  -0.43  -0.71  0.054

Most stable structure, least stable structure: *one*, *two*.